The following is a DFT calculation (ωB97M-V with the def2-TZVPD basis set) of 2 unconnected molecules or ions with the total composition C5H15NP at a distorted geometry.

Relative energy (zero: lowest compared OMol25 entry of this formula, charge and spin) (kJ/mol): 297.3
HOMO-LUMO gap (eV): 8.4
Total charge: +1

The geometry in XYZ format:
```
22
Properties=species:S:1:pos:R:3:forces:R:3
C -3.02088 0.99310 -0.01490 -0.263 -0.727 0.371
C 3.82064 0.92239 0.01645 0.502 -1.255 0.923
C -1.61405 -1.66755 0.26354 -0.909 4.478 -1.120
C -1.48615 0.79940 0.07611 -0.758 1.974 -3.063
C 2.83313 -0.19159 0.40463 0.726 2.323 -1.019
N -1.00301 -0.46924 -0.44275 0.499 -1.091 2.321
P 1.40116 -0.58032 -0.38312 0.246 -2.438 2.734
H -3.45340 -0.02595 0.00911 -0.238 0.847 -0.267
H -3.33448 1.43872 0.92814 -0.178 0.181 -0.110
H -3.48273 1.57688 -0.82867 0.683 -0.372 0.127
H 3.56876 1.43051 -0.87066 -0.175 -0.184 -1.725
H 4.87620 0.52322 0.01827 -1.158 -0.023 -0.405
H 3.93985 1.78271 0.63279 -0.392 0.328 1.571
H -1.22110 -2.46853 -0.16070 0.921 -3.897 -2.274
H -1.34385 -1.72441 1.23775 1.398 0.426 3.162
H -2.67284 -1.54712 0.32793 -0.685 -0.681 -0.653
H -1.26657 1.00429 1.06132 1.072 -0.446 2.313
H -0.93401 1.60570 -0.48048 -0.575 -0.583 0.286
H 2.85249 -0.57028 1.41861 0.302 -0.383 0.021
H -1.21276 -0.51334 -1.41105 -0.377 -0.179 -1.060
H 1.23703 -0.29992 -1.67049 0.443 0.472 -1.801
H 1.51658 -2.01868 -0.13181 -1.085 1.230 -0.332
```
Forces are in eV/Å.

The following is a DFT calculation (ωB97M-V with the def2-TZVPD basis set) of a molecular structure, C5H15NP at a distorted geometry.

Relative energy (zero: lowest compared OMol25 entry of this formula, charge and spin) (kJ/mol): 276.7
HOMO-LUMO gap (eV): 8.4
Total charge: +1

The geometry in XYZ format:
```
22
Properties=species:S:1:pos:R:3:forces:R:3
C -0.08995 -2.16399 1.33121 1.742 1.135 2.235
C -1.68795 2.43906 0.60968 -2.503 -1.140 -1.855
C 1.99934 -1.15573 -0.85405 -0.239 -1.181 0.653
C 0.01246 -0.85280 0.66829 -1.305 3.946 0.128
C -0.44586 2.27472 -0.21066 -1.016 -2.050 -1.536
N 0.53013 -0.89066 -0.69464 0.892 0.437 -1.565
P -0.32661 1.13364 -1.45417 1.821 1.873 1.918
H 0.89182 -2.58160 1.50790 0.375 -0.255 -0.146
H -0.44712 -1.95329 2.33732 -0.445 -0.385 0.035
H -0.66659 -2.86198 0.83390 -1.437 -1.310 -0.999
H -1.57645 2.95582 1.50035 0.588 1.540 1.392
H -2.22625 1.53070 0.98655 0.842 0.155 -0.625
H -2.50637 2.90842 -0.03584 1.159 -0.173 0.967
H 2.17630 -2.23158 -0.58389 0.256 1.185 -0.109
H 2.47967 -0.94069 -1.78853 -0.991 -0.407 -1.512
H 2.63247 -0.46794 -0.34452 -0.042 0.363 1.787
H 0.64112 -0.01869 1.21156 -1.072 -1.897 -0.674
H -1.07755 -0.31351 0.60998 2.392 -1.431 0.073
H 0.50538 2.60990 0.11392 0.695 0.723 0.261
H 0.09191 -1.65344 -1.18640 -0.477 -0.148 -0.292
H -1.44107 0.73685 -2.06309 -1.594 -0.657 -0.458
H 0.53118 1.49678 -2.49486 0.358 -0.323 0.323
```
Forces are in eV/Å.

The following is a DFT calculation (ωB97M-V with the def2-TZVPD basis set) of a gas-phase ion, C5H15NP (charge +1) at a distorted geometry.

Relative energy (zero: lowest compared OMol25 entry of this formula, charge and spin) (kJ/mol): 155.3
HOMO-LUMO gap (eV): 9.8
Structure (SMILES): CCC[C@@H]([NH3+])PC
Total charge: +1

The geometry in XYZ format:
```
22
Properties=species:S:1:pos:R:3:forces:R:3
C -1.74058 1.32600 -1.64518 0.427 -1.797 3.050
C -0.37532 1.59980 -0.99456 1.184 0.014 0.955
C -0.16628 0.35685 -0.06222 0.148 0.960 0.578
C 1.26093 0.15332 0.57860 -3.244 -3.451 -0.542
N 1.38817 1.09661 1.71551 -0.507 0.307 -0.412
P 1.19416 -1.92180 1.26355 1.307 2.055 -0.524
C 1.53147 -2.80284 -0.36566 0.898 3.459 -1.685
H -2.43382 1.13520 -0.80083 -0.104 0.427 -0.523
H -1.77376 0.35981 -2.17990 0.499 0.670 -0.151
H -2.06605 2.11377 -2.19632 -1.131 2.085 -1.810
H 0.36580 1.73320 -1.78365 0.296 -0.563 0.019
H -0.13681 2.56550 -0.34878 -1.466 -1.459 -1.211
H -1.03834 0.44958 0.66868 1.459 -0.224 -0.142
H -0.44179 -0.55129 -0.57639 0.214 -0.252 -0.481
H 1.99047 0.15094 -0.19070 1.033 0.716 -0.240
H 2.30831 1.51532 1.85005 0.060 0.003 -0.095
H 0.66684 1.86067 1.52161 1.087 -1.082 0.993
H 1.19537 0.48069 2.51947 -0.362 1.030 0.232
H 2.53898 -1.72373 1.84486 -0.832 -0.509 -0.590
H 0.67528 -2.54698 -1.02316 0.245 0.258 0.374
H 1.46823 -3.83741 -0.40365 0.232 -2.075 0.837
H 2.46294 -2.46186 -0.97457 -1.443 -0.574 1.370
```
Forces are in eV/Å.

The following is a DFT calculation (ωB97M-V with the def2-TZVPD basis set) of 3 unconnected molecules or ions with the total composition C5H15O3 at a distorted geometry.

Relative energy (zero: lowest compared OMol25 entry of this formula, charge and spin) (kJ/mol): 5.4
HOMO-LUMO gap (eV): 7.6
Total charge: -1

The geometry in XYZ format:
```
23
Properties=species:S:1:pos:R:3:forces:R:3
C 0.41396 -0.08882 1.11241 0.730 1.914 0.458
O 0.43139 1.13817 1.78616 -0.188 -0.301 -0.176
C 0.90500 0.06111 -0.33558 0.093 0.507 -0.221
C 0.83018 -1.20994 -1.15346 -0.315 -0.667 -0.738
C -0.51158 -1.64650 -1.81765 1.051 0.355 -0.058
C -1.76927 -1.41107 -1.02368 -0.754 0.140 0.184
H 1.16986 -0.73606 1.58701 -0.424 -0.682 0.075
H -0.60602 -0.47189 1.15994 0.059 -0.577 0.004
H 1.94207 0.39874 -0.27193 0.201 -0.228 0.125
H 0.44233 0.93604 -0.80564 -0.535 -0.219 -0.088
H 1.12018 -2.03269 -0.51101 0.150 -0.267 0.453
H 1.56338 -1.26133 -1.97627 -0.005 0.346 0.253
H -0.35193 -2.69436 -2.08642 -0.332 -0.127 0.098
H -0.58215 -1.12802 -2.77218 -0.174 0.171 -0.189
H -1.66711 -1.67573 0.03163 -0.034 -0.163 -0.220
H -2.62918 -1.95616 -1.44223 0.233 0.026 0.076
H -2.05316 -0.35064 -1.04262 0.175 -0.150 0.093
H 1.56772 2.25255 1.63520 0.263 -0.266 -0.171
H 2.29980 3.06987 0.52655 -0.070 -0.022 -0.006
O 2.36836 2.85498 1.45938 -0.043 0.137 0.101
H -2.01289 2.43343 1.46722 -0.066 0.034 0.058
H -0.95151 1.56890 2.18052 -0.201 0.222 -0.047
O -1.91942 1.94941 2.29263 0.186 -0.184 -0.062
```
Forces are in eV/Å.

The following is a DFT calculation (ωB97M-V with the def2-TZVPD basis set) of a molecular structure, C5H16AgO4 at a distorted geometry.

<S²>: 0.753
Spin multiplicity: 2
HOMO-LUMO gap (spin up / spin down) (eV): 6.0 / 5.7
Total charge: 0

The geometry in XYZ format:
```
26
Properties=species:S:1:pos:R:3:forces:R:3
Ag -28.59000 1.34400 15.26800 1.185 -0.192 2.265
C -31.29300 1.36000 13.43000 -1.471 1.561 0.456
C -30.44200 0.20900 13.69600 0.714 -1.107 0.041
C -30.52600 -0.85400 12.60800 -0.471 0.061 -0.772
O -29.13500 0.65800 13.87800 -6.068 -7.842 -14.981
H -31.49200 1.92500 14.35300 0.619 0.344 -0.369
H -32.26000 0.99900 13.20800 -1.425 -0.465 -0.630
H -30.98100 1.99600 12.59600 0.272 -0.087 0.318
H -30.81400 -0.28100 14.63500 -0.027 0.078 -0.220
H -29.84100 -1.62900 12.84300 0.694 -0.908 0.236
H -30.21600 -0.46000 11.64900 0.319 0.423 -0.233
H -31.50100 -1.32800 12.37000 0.194 0.453 0.767
C -28.66800 3.93000 17.70600 -1.579 -1.185 -0.702
C -29.70100 3.37100 16.65900 1.523 0.931 -1.456
O -29.10000 2.88100 15.45100 -5.177 16.801 2.700
H -28.99600 4.74400 18.30300 -0.754 0.923 0.299
H -27.78800 4.23000 17.22700 1.319 0.476 -0.986
H -28.41100 3.18700 18.42300 0.350 -0.977 0.591
H -30.31000 4.15800 16.22400 -0.571 0.359 0.808
H -30.27800 2.56700 17.05700 -0.865 -0.332 0.737
O -29.22400 0.32400 16.61600 -3.443 -7.354 9.354
H -29.57300 -0.58500 16.48800 -0.083 0.476 0.066
H -28.73100 0.23900 17.45700 -0.530 -0.059 0.016
O -26.88900 1.03100 15.43500 12.417 -2.984 2.013
H -26.36600 1.54000 14.84000 1.606 0.505 -0.326
H -26.46400 0.82400 16.27000 1.253 0.099 0.010
```
Forces are in eV/Å.

The following is a DFT calculation (ωB97M-V with the def2-TZVPD basis set) of 2 unconnected molecules or ions with the total composition C5H16ClN2O3PS at a distorted geometry.

HOMO-LUMO gap (eV): 4.9
Total charge: 0

The geometry in XYZ format:
```
29
Properties=species:S:1:pos:R:3:forces:R:3
C 2.20328 1.75633 0.72366 0.260 -0.125 -0.367
C 3.04222 0.62896 1.32510 -0.513 -0.005 0.359
C 2.29477 -0.71486 1.50083 0.208 0.062 -0.359
C 1.09642 -0.95052 0.57778 -0.055 -0.650 0.185
N -0.15826 -0.66246 1.32649 0.218 0.270 -0.251
S -1.56086 -1.24424 0.55471 -0.589 -0.168 1.060
Cl -1.21487 -0.85413 -1.69767 1.466 -0.216 -2.122
P -3.12360 0.05174 1.18707 -0.283 -0.117 -0.144
N -4.42561 -0.72882 1.39085 0.313 -0.141 -0.087
O -2.53579 0.83362 2.44384 -0.012 -0.152 -0.163
O -3.23503 1.18544 0.05996 0.239 0.283 0.469
H 2.76035 2.69327 0.75620 -0.112 0.045 0.157
H 2.01005 1.57131 -0.33507 -0.106 0.009 0.033
H 1.24162 1.86926 1.22518 0.057 0.064 0.066
H 3.35864 0.94842 2.32019 0.266 -0.034 -0.090
H 3.93329 0.45918 0.72056 0.022 0.126 0.019
H 2.99866 -1.52662 1.30706 0.030 0.023 0.094
H 1.98368 -0.84620 2.54108 -0.081 0.068 -0.032
H 1.12874 -0.37026 -0.33800 -0.039 0.162 0.111
H 1.09882 -2.00453 0.27565 0.009 0.034 -0.089
H -0.10383 -1.18674 2.19606 -0.059 0.119 0.055
H -4.36510 -1.72092 1.20376 -0.309 -0.014 0.140
H -2.84312 1.74672 2.46931 0.195 0.170 0.071
H -4.14483 1.51128 0.03680 -0.124 -0.123 -0.318
C -0.30287 -0.44870 -4.80682 -0.796 1.041 -0.913
O 0.67893 -0.64913 -5.58365 0.077 -0.401 0.679
H -0.48197 0.58998 -4.46417 0.266 -0.024 0.170
H -1.28175 -0.90056 -5.06789 0.169 -0.390 0.102
H -0.16717 -0.98307 -3.66375 -0.713 0.085 1.165
```
Forces are in eV/Å.

The following is a DFT calculation (ωB97M-V with the def2-TZVPD basis set) of a molecular structure, C5H16IN4O3 at a distorted geometry.

Relative energy (zero: lowest compared OMol25 entry of this formula, charge and spin) (kJ/mol): 1357.9
HOMO-LUMO gap (eV): 7.8
Total charge: -1

The geometry in XYZ format:
```
29
Properties=species:S:1:pos:R:3:forces:R:3
I -1.74000 0.34073 0.12771 -8.251 -2.764 2.931
C 1.02806 -1.74142 -0.36830 0.612 -0.539 -0.913
C 1.31456 -0.89042 0.84907 0.086 -3.680 -3.827
C 2.77653 -0.59530 1.10276 2.059 -1.628 0.602
O 0.77484 0.42312 0.48826 -2.633 -6.632 -13.870
H -0.02617 -2.00979 -0.43675 0.180 -0.270 0.110
H 1.69519 -2.60081 -0.43521 -0.270 -0.428 0.443
H 1.26397 -1.22151 -1.29682 -0.037 0.419 0.045
H 0.82104 -1.37093 1.69385 -0.097 0.669 0.259
H 2.78460 -0.36230 2.16754 1.704 -0.980 -0.755
H 3.16030 0.25262 0.53544 -0.406 0.141 0.095
H 3.53903 -1.35203 0.91825 -0.550 -0.894 -0.242
H -0.03973 0.20498 0.02947 0.577 -0.759 -2.133
C 0.90925 2.13384 2.04746 1.183 0.577 2.442
O 1.22362 3.06703 2.75637 0.751 2.078 1.664
N 1.45841 0.94636 2.08246 4.663 2.221 10.916
N -0.10066 2.19582 1.23182 -2.179 3.468 -1.074
H 1.41759 0.43054 1.21507 4.567 3.851 6.301
H 2.11888 0.65201 2.78761 -0.338 2.243 0.941
H -0.42424 1.29107 0.92065 0.116 3.004 1.918
H -0.75386 2.89737 1.55004 -0.161 -0.033 -0.446
C -3.17410 -0.28321 -2.99049 -0.593 -3.771 -1.533
O -3.55803 -0.45899 -4.13867 -1.163 0.484 -1.042
N -3.34583 -1.19424 -2.02537 -2.089 -2.912 1.290
N -2.32541 0.56829 -2.59288 2.703 5.059 -2.055
H -3.97852 -1.97240 -2.14479 0.133 0.378 -0.347
H -2.80740 -1.19708 -1.17086 -0.273 0.151 -0.254
H -1.97043 1.21955 -3.27841 -0.108 -0.018 0.180
H -2.04157 0.62708 -1.62537 -0.187 0.566 -1.649
```
Forces are in eV/Å.

The following is a DFT calculation (ωB97M-V with the def2-TZVPD basis set) of a molecular structure, C5H16InN2O.

HOMO-LUMO gap (eV): 6.9
Total charge: -1

The geometry in XYZ format:
```
25
Properties=species:S:1:pos:R:3:forces:R:3
C -1.87882 -1.18152 -1.76064 0.086 0.022 0.120
C -0.42424 -1.31274 -2.21180 -0.127 -0.089 0.016
N 0.49885 -1.59872 -1.12859 -0.034 0.104 -0.130
In -0.01813 -1.75565 0.93761 -0.068 -0.059 -0.009
C -0.53669 0.31423 1.63908 0.071 -0.026 0.058
C -0.07073 1.41398 0.71810 0.128 0.012 -0.142
O -0.93881 2.58218 0.80612 -0.048 -0.009 0.105
C 1.35887 1.86393 1.03317 -0.050 -0.036 0.135
N 2.35082 0.91288 0.52731 0.066 -0.050 0.012
H -2.19928 -2.09334 -1.25168 -0.010 -0.003 -0.066
H -1.98652 -0.36670 -1.03729 -0.005 0.026 -0.055
H -2.54759 -0.99409 -2.60634 -0.011 -0.013 -0.004
H -0.40630 -2.10603 -2.98402 0.038 0.028 0.002
H -0.14465 -0.38840 -2.74137 -0.014 0.010 0.011
H 1.31068 -1.00624 -1.24257 0.063 -0.078 0.102
H 1.44733 -2.29895 1.78155 0.086 0.042 -0.038
H -1.38880 -2.85374 1.12995 0.017 -0.003 0.034
H -0.11398 0.47225 2.63806 -0.110 0.034 0.037
H -1.62460 0.34946 1.73515 0.002 -0.001 -0.087
H -0.07331 1.07412 -0.32690 -0.065 0.007 0.023
H -1.08143 2.90224 -0.08863 0.065 0.009 0.023
H 1.42454 2.00917 2.12259 -0.020 0.092 -0.044
H 1.53169 2.83613 0.56420 0.019 -0.041 -0.075
H 3.28602 1.21720 0.77290 -0.041 0.024 -0.007
H 2.22508 0.00837 0.97402 -0.037 -0.005 -0.022
```
Forces are in eV/Å.

Number 1: E_tot -16197.0298 eV. Number 2: E_tot -16197.2432 eV. Number 3: E_tot -16198.5024 eV. Number 4: E_tot -11571.5620 eV. Number 5: E_tot -17618.7744 eV. Number 6: E_tot -47209.3532 eV. Number 7: E_tot -25639.0125 eV. Number 8: E_tot -15645.0641 eV.